{
  "formula": "C2H6N2OS",
  "method": "ωB97M-V/def2-TZVPD",
  "elements": ["C", "C", "N", "S", "N", "O", "H", "H", "H", "H", "H", "H"],
  "coordinates": [[-1.23, -1.13, 0.49], [-0.21, -0.09, 0.08], [-0.57, 1.13, -0.03], [0.45, 2.44, -0.17], [1.07, -0.67, -0.10], [1.90, 0.12, -0.93], [-1.20, -1.26, 1.57], [-2.23, -0.69, 0.12], [-0.94, -2.08, -0.07], [-0.64, 3.27, -0.11], [1.11, -1.58, -0.53], [2.50, 0.56, -0.31]],
  "nbo_charge": [-0.656, 0.394, -0.645, 0.172, -0.354, -0.563, 0.235, 0.252, 0.204, 0.117, 0.372, 0.473],
  "orbital_gap_ev": 9.0,
  "e_tot_ha": -662.653870,
  "smiles": "C/C(=N/S)NO",
  "e_above_lowest_kcal_mol": 70.9
}

***

{
  "formula": "C25H35Br34ClN3O2",
  "method": "ωB97M-V/def2-TZVPD",
  "elements": ["C", "C", "C", "Br", "C", "C", "N", "C", "C", "C", "N", "C", "C", "C", "C", "C", "O", "C", "O", "N", "Cl", "H", "H", "H", "H", "H", "H", "H", "H", "H", "H", "H", "H", "H", "H", "H", "H", "H", "H", "H", "H", "H", "H", "H", "H", "C", "Br", "Br", "Br", "H", "C", "Br", "Br", "Br", "H", "C", "Br", "Br", "Br", "H", "C", "Br", "Br", "Br", "H", "C", "Br", "Br", "Br", "H", "C", "Br", "Br", "Br", "H", "C", "Br", "Br", "Br", "H", "C", "Br", "Br", "Br", "H", "C", "Br", "Br", "Br", "H", "C", "Br", "Br", "Br", "H", "C", "Br", "Br", "Br", "H"],
  "coordinates": [[0.93, -0.29, 5.14], [1.68, -0.01, 3.71], [1.64, 1.60, 3.26], [3.04, 2.69, 4.26], [1.97, 1.60, 1.63], [3.51, 1.36, 1.10], [3.37, 1.41, -0.41], [4.61, 1.25, -1.27], [6.02, 1.68, -0.51], [6.72, 0.36, 0.21], [7.02, 0.55, 1.68], [1.90, 1.62, -0.78], [1.31, 1.68, -2.35], [0.04, 0.61, -2.39], [0.24, -0.62, -3.46], [0.20, -2.07, -2.67], [-1.02, -2.26, -1.85], [-0.74, -3.28, -0.79], [-1.53, -3.44, 0.30], [1.04, 1.76, 0.45], [-0.65, 2.05, 0.67], [-0.01, 0.42, 5.25], [1.62, -0.23, 6.09], [0.48, -1.40, 5.14], [2.78, -0.42, 3.65], [1.05, -0.57, 2.88], [0.56, 2.06, 3.37], [4.46, 1.19, 1.75], [4.47, 2.00, -2.19], [4.76, 0.18, -1.72], [5.87, 2.58, 0.26], [6.83, 2.08, -1.29], [5.97, -0.52, 0.08], [7.72, 0.04, -0.31], [6.81, 1.54, 2.01], [6.31, -0.06, 2.18], [2.15, 1.33, -3.10], [0.98, 2.78, -2.61], [-0.93, 1.26, -2.56], [-0.05, 0.10, -1.31], [-0.73, -0.62, -4.16], [1.18, -0.52, -4.15], [0.21, -2.93, -3.49], [1.11, -2.23, -1.94], [0.20, -4.01, -0.84], [-1.10, 0.22, 9.14], [-0.17, -1.31, 9.89], [0.14, 1.53, 8.40], [-2.45, -0.31, 7.85], [-1.62, 0.71, 9.97], [-3.26, 0.17, -6.51], [-2.10, -0.21, -8.03], [-3.32, -1.32, -5.26], [-2.77, 1.83, -5.63], [-4.27, 0.30, -6.90], [3.24, 2.94, 10.77], [4.39, 2.56, 9.25], [3.17, 1.45, 12.02], [3.72, 4.60, 11.65], [2.22, 3.07, 10.37], [-1.75, -0.11, -12.35], [-3.42, -0.92, -11.76], [-1.64, 1.77, -11.85], [-0.21, -1.11, -11.73], [-1.75, -0.15, -13.44], [-4.39, -0.79, -1.46], [-6.10, -0.62, -2.37], [-3.38, 0.87, -1.48], [-4.60, -1.49, 0.35], [-3.80, -1.53, -2.02], [-2.35, -3.83, 5.90], [-0.57, -3.18, 6.33], [-2.98, -3.15, 4.19], [-2.45, -5.77, 5.99], [-3.03, -3.44, 6.66], [-1.81, 4.07, 5.14], [-0.03, 4.72, 5.57], [-2.44, 4.75, 3.43], [-1.91, 2.13, 5.23], [-2.49, 4.46, 5.91], [4.19, 1.69, -6.09], [3.93, 0.12, -4.98], [3.14, 3.20, -5.46], [6.07, 2.15, -6.28], [3.82, 1.44, -7.09], [-9.95, -2.46, -3.21], [-11.62, -3.27, -2.62], [-9.84, -0.58, -2.71], [-8.40, -3.46, -2.59], [-9.94, -2.50, -4.30], [3.37, -2.94, 9.20], [5.15, -2.28, 9.63], [2.74, -2.26, 7.49], [3.27, -4.88, 9.28], [2.69, -2.55, 9.96], [-7.79, -1.32, -12.52], [-6.64, -1.70, -14.04], [-7.86, -2.81, -11.27], [-7.30, 0.34, -11.63], [-8.81, -1.19, -12.91]],
  "lowdin_charge": [-0.187, -0.246, -0.588, 0.601, -0.146, 0.066, -0.047, -0.161, -0.155, -0.276, -0.055, -0.035, -0.093, -0.218, -0.139, -0.194, -0.151, -0.112, -0.078, -0.423, 0.759, -0.011, 0.011, -0.030, 0.117, 0.127, 0.063, 0.108, 0.131, 0.127, 0.123, 0.131, 0.110, 0.122, 0.072, 0.071, 0.038, 0.132, 0.044, 0.095, 0.075, 0.076, 0.148, 0.125, 0.174, -1.537, 0.576, 0.569, 0.551, -0.016, -1.571, 0.551, 0.582, 0.550, -0.016, -1.615, 0.534, 0.548, 0.566, -0.058, -1.595, 0.523, 0.549, 0.544, -0.021, -1.577, 0.528, 0.569, 0.586, -0.048, -1.583, 0.569, 0.559, 0.581, -0.033, -1.563, 0.556, 0.561, 0.574, -0.016, -1.575, 0.590, 0.573, 0.584, -0.016, -1.597, 0.565, 0.540, 0.533, -0.022, -1.592, 0.567, 0.550, 0.575, -0.054, -1.602, 0.543, 0.550, 0.536, -0.023],
  "orbital_gap_ev": 8.1,
  "charge": 1,
  "e_tot_ha": -89264.232070
}

***

{
  "formula": "C9H8BrCl3N2O4RhSi",
  "method": "ωB97M-V/def2-TZVPD",
  "elements": ["Rh", "Br", "C", "C", "C", "C", "C", "N", "C", "O", "O", "H", "H", "H", "Cl", "Si", "Cl", "Cl", "O", "O", "C", "C", "C", "N", "H", "H", "H", "H", "H"],
  "coordinates": [[0.38, 0.12, 0.31], [-0.65, 1.12, 3.76], [-0.85, -0.70, 3.29], [-1.26, -1.60, 4.26], [-1.41, -2.93, 3.89], [-1.14, -3.30, 2.58], [-0.71, -2.33, 1.70], [-0.57, -1.04, 2.05], [-0.31, -2.67, 0.30], [-0.56, -3.71, -0.23], [0.41, -1.70, -0.29], [-1.45, -1.27, 5.27], [-1.73, -3.66, 4.62], [-1.24, -4.32, 2.23], [3.33, 1.27, 1.96], [2.59, -0.29, 0.92], [3.52, -0.52, -0.85], [2.71, -1.94, 2.07], [-1.12, 0.54, -1.44], [-0.30, 0.65, -2.31], [-0.15, 5.02, 2.51], [0.58, 4.70, 1.20], [0.53, 3.27, 0.89], [0.49, 2.14, 0.69], [-0.09, 6.09, 2.69], [0.31, 4.50, 3.35], [-1.20, 4.74, 2.45], [1.63, 4.98, 1.25], [0.14, 5.23, 0.36]],
  "nbo_charge": [0.859, 0.101, 0.161, -0.248, -0.115, -0.187, 0.089, -0.504, 0.740, -0.497, -0.676, 0.256, 0.248, 0.268, -0.319, 1.214, -0.288, -0.311, -0.045, 0.080, -0.592, -0.527, 0.547, -0.501, 0.245, 0.223, 0.227, 0.275, 0.277],
  "orbital_gap_ev": [8.8, 7.0],
  "charge": 1,
  "e_tot_ha": -5112.644993,
  "spin_multiplicity": 5,
  "s_squared": 6.0160
}

***

{
  "formula": "C4H5NO",
  "method": "ωB97M-V/def2-TZVPD",
  "elements": ["N", "C", "C", "C", "C", "O", "H", "H", "H", "H", "H"],
  "coordinates": [[-2.36, -2.13, -0.97], [-1.36, -1.56, -0.81], [-0.14, -0.84, -0.58], [0.16, -0.30, 0.61], [0.99, 0.95, 0.59], [-0.16, 1.71, 0.20], [0.58, -0.81, -1.39], [-0.45, -0.42, 1.50], [1.38, 1.31, 1.55], [1.78, 0.97, -0.17], [-0.49, 1.13, -0.54]],
  "nbo_charge": [-0.303, 0.250, -0.435, -0.056, -0.121, -0.678, 0.246, 0.230, 0.207, 0.179, 0.481],
  "orbital_gap_ev": 10.0,
  "e_tot_ha": -285.333947,
  "smiles": "N#C/C=C/CO",
  "e_above_lowest_kcal_mol": 50.6
}

***

{
  "formula": "C5H40NO14",
  "method": "ωB97M-V/def2-TZVPD",
  "elements": ["C", "C", "C", "C", "C", "N", "H", "H", "H", "H", "H", "H", "H", "H", "H", "H", "H", "H", "H", "H", "O", "H", "H", "O", "H", "H", "O", "H", "H", "O", "H", "H", "O", "H", "H", "O", "H", "H", "O", "H", "H", "O", "H", "H", "O", "H", "H", "O", "H", "H", "O", "H", "H", "O", "H", "H", "O", "H", "H", "O"],
  "coordinates": [[0.62, -3.08, 0.27], [0.11, -2.44, -1.01], [-0.81, -1.26, -0.73], [-1.93, -1.37, -0.03], [-2.86, -0.24, 0.28], [1.53, -2.13, 0.98], [1.18, -3.99, 0.07], [-0.21, -3.30, 0.94], [-0.45, -3.19, -1.58], [0.95, -2.14, -1.64], [-0.49, -0.30, -1.14], [-2.22, -2.36, 0.33], [-2.43, 0.72, 0.00], [-3.12, -0.25, 1.34], [-3.82, -0.37, -0.23], [1.19, -1.16, 0.87], [2.47, -2.11, 0.57], [1.49, -2.28, 2.01], [-0.86, -1.04, -3.50], [-1.25, 0.45, -3.72], [-0.63, -0.25, -4.01], [-2.05, 2.11, -2.09], [-3.24, 1.75, -3.06], [-2.28, 1.72, -2.97], [-0.50, 3.17, -1.19], [-1.61, 4.02, -0.60], [-1.34, 3.09, -0.65], [-3.23, -0.61, 4.62], [-2.01, -0.20, 3.71], [-2.85, -0.71, 3.74], [3.32, -0.59, -1.09], [4.50, -1.63, -1.01], [3.55, -1.52, -0.90], [0.39, -1.16, 3.62], [-0.17, -2.63, 3.46], [0.65, -2.10, 3.52], [-0.05, 2.61, -3.44], [0.90, 3.75, -2.97], [0.47, 2.93, -2.69], [-2.28, -3.87, 3.46], [-2.30, -2.31, 3.17], [-1.84, -3.16, 2.96], [-0.56, 2.66, 0.92], [-0.17, 3.34, 2.30], [-0.07, 2.54, 1.78], [2.48, -0.12, -4.45], [1.04, 0.21, -3.96], [1.98, 0.49, -3.89], [3.72, 1.64, -1.69], [2.45, 1.01, -2.32], [2.93, 1.15, -1.45], [1.26, 1.29, 1.34], [2.28, 0.83, 0.25], [1.85, 0.56, 1.09], [0.04, 0.93, 4.46], [-0.24, 1.11, 2.93], [-0.37, 0.50, 3.70], [2.03, 2.68, -0.78], [1.26, 3.17, 0.46], [1.61, 3.47, -0.39]],
  "nbo_charge": [-0.218, -0.469, -0.251, -0.149, -0.660, -0.745, 0.216, 0.232, 0.233, 0.225, 0.198, 0.207, 0.207, 0.241, 0.227, 0.456, 0.455, 0.472, 0.485, 0.513, -0.982, 0.510, 0.495, -1.000, 0.535, 0.494, -1.007, 0.490, 0.507, -0.988, 0.502, 0.491, -0.995, 0.500, 0.510, -1.006, 0.496, 0.498, -0.965, 0.489, 0.513, -1.001, 0.530, 0.505, -1.019, 0.489, 0.516, -0.998, 0.502, 0.540, -1.022, 0.490, 0.499, -0.992, 0.499, 0.517, -0.991, 0.487, 0.468, -0.980],
  "orbital_gap_ev": 9.7,
  "charge": 1,
  "e_tot_ha": -1322.501106,
  "e_above_lowest_kcal_mol": 0.0
}